This record from the OMol25 dataset describes C32H41Cl2N2OP3Tc as an isolated structure in a non-equilibrium geometry. The level of theory is ωB97M-V/def2-TZVPD.

```
! wB97M-V def2-TZVPD RIJCOSX def2/J DEFGRID3
* xyz 2 4
P -0.394 -4.325 -2.279
C -2.071 -4.875 -2.618
C -2.415 -5.328 -3.903
H -1.692 -5.256 -4.715
C -3.680 -5.888 -4.101
H -3.935 -6.256 -5.084
C -4.581 -5.968 -3.037
H -5.561 -6.416 -3.202
C -4.240 -5.482 -1.767
H -4.948 -5.543 -0.950
C -2.984 -4.923 -1.555
H -2.694 -4.527 -0.570
C 0.451 -3.955 -3.829
C -0.101 -2.957 -4.656
H -1.066 -2.507 -4.406
C 0.588 -2.565 -5.805
H 0.176 -1.781 -6.430
C 1.786 -3.199 -6.148
H 2.310 -2.910 -7.060
C 2.312 -4.214 -5.347
H 3.226 -4.725 -5.623
C 1.657 -4.592 -4.172
H 2.050 -5.393 -3.545
C 0.490 -5.594 -1.337
C 0.382 -6.924 -1.782
H -0.229 -7.154 -2.648
C 1.075 -7.928 -1.095
H 0.994 -8.943 -1.450
C 1.848 -7.601 0.023
H 2.393 -8.388 0.537
C 1.911 -6.281 0.488
H 2.503 -6.036 1.364
C 1.207 -5.275 -0.172
H 1.173 -4.251 0.233
Tc -0.080 -0.430 -0.256
C 1.845 0.393 -0.922
C 2.642 -0.402 -1.721
H 2.224 1.371 -0.619
C 2.087 -1.753 -2.042
O 2.862 -2.794 -1.383
H 2.421 -3.653 -1.447
C 0.772 -1.760 -1.415
H 1.933 -1.947 -3.120
C -0.461 -2.253 -1.102
Cl 0.191 1.714 0.988
Cl -2.259 -0.683 0.728
P -1.066 0.971 -1.812
C -2.158 2.296 -1.169
H -1.537 3.104 -0.765
H -2.769 1.880 -0.361
H -2.801 2.667 -1.978
C -0.041 1.897 -3.010
H 0.608 1.195 -3.550
H 0.588 2.610 -2.464
H -0.674 2.436 -3.729
C -2.181 0.023 -2.895
H -2.767 -0.665 -2.277
H -1.588 -0.547 -3.619
H -2.848 0.717 -3.422
P 4.282 -0.050 -2.344
C 4.643 1.660 -2.050
C 4.226 -0.456 -4.090
H 4.608 1.867 -0.972
H 3.919 2.301 -2.570
H 5.653 1.866 -2.431
H 3.950 -1.509 -4.238
H 5.219 -0.275 -4.523
H 3.488 0.182 -4.595
C 5.397 -1.142 -1.475
H 5.369 -0.900 -0.405
H 6.414 -0.999 -1.864
H 5.065 -2.178 -1.612
H -1.447 -2.349 -0.574
N 0.290 -0.906 2.779
C 1.032 -1.466 3.746
C 2.086 -2.135 3.122
C 1.912 -1.926 1.750
N 0.801 -1.185 1.551
H -0.527 -0.310 2.895
H 0.775 -1.367 4.790
H 2.865 -2.698 3.574
H 2.536 -2.252 0.914
*
```

- E_tot (hartree) = -3453.40767
- energy relative to the best compared isomer or geometry (same formula, charge and spin) (kcal per mole) = 0.0
- lowest unoccupied orbital energy (spin up / spin down) (Ha) = -0.1801 / -0.2487
- HOMO-LUMO gap (spin up / spin down) (eV) = 7.54 / 7.11